No. 1
{
  "formula": "C21H43F3O15P",
  "method": "ωB97M-V/def2-TZVPD",
  "elements": ["O", "C", "C", "C", "C", "O", "P", "O", "C", "F", "F", "F", "H", "H", "H", "H", "H", "H", "H", "H", "H", "H", "H", "C", "C", "O", "C", "O", "O", "C", "H", "H", "H", "H", "H", "H", "H", "H", "C", "C", "O", "C", "O", "O", "C", "H", "H", "H", "H", "H", "H", "H", "H", "C", "C", "O", "C", "O", "O", "C", "H", "H", "H", "H", "H", "H", "H", "H", "C", "C", "O", "C", "O", "O", "C", "H", "H", "H", "H", "H", "H", "H", "H"],
  "xyz": [[-1.182, -1.155, 3.343], [-0.973, -0.450, 2.143], [-2.209, -0.438, 1.262], [-3.491, 0.242, 1.741], [-4.080, -0.113, 3.133], [-4.317, 1.047, 3.866], [-4.209, 2.542, 2.927], [-3.444, 1.616, 1.594], [-0.371, 0.922, 2.433], [-0.846, 1.487, 3.544], [-0.490, 1.771, 1.403], [0.994, 0.757, 2.646], [-0.587, -0.828, 4.023], [-0.186, -0.959, 1.582], [-2.443, -1.457, 0.976], [-1.927, 0.078, 0.350], [-4.243, -0.133, 1.033], [-5.054, -0.578, 2.922], [-3.540, -0.858, 3.705], [-4.840, 3.241, 4.023], [-2.878, 2.757, 3.466], [-4.051, 3.780, 2.182], [-5.471, 2.254, 2.279], [-2.164, -6.872, -2.389], [-1.392, -6.364, -1.191], [-0.373, -5.427, -1.569], [-0.813, -4.194, -1.831], [-1.953, -3.821, -1.758], [0.234, -3.447, -2.173], [-0.092, -2.092, -2.508], [-1.482, -7.287, -3.133], [-2.865, -7.649, -2.083], [-2.728, -6.068, -2.859], [-0.856, -7.180, -0.709], [-2.052, -5.911, -0.452], [-0.668, -1.624, -1.713], [-0.650, -2.056, -3.441], [0.848, -1.564, -2.630], [1.704, 3.251, -5.687], [0.401, 2.484, -5.739], [0.052, 1.952, -4.455], [-0.467, 2.837, -3.594], [-0.684, 3.997, -3.830], [-0.696, 2.208, -2.452], [-1.197, 3.035, -1.386], [2.494, 2.626, -5.266], [2.005, 3.568, -6.686], [1.609, 4.137, -5.063], [0.493, 1.615, -6.389], [-0.412, 3.103, -6.117], [-2.077, 3.590, -1.698], [-0.420, 3.720, -1.052], [-1.466, 2.371, -0.574], [7.113, 7.586, -5.032], [7.389, 6.104, -4.893], [6.822, 5.565, -3.691], [5.509, 5.332, -3.739], [4.796, 5.500, -4.693], [5.131, 4.865, -2.553], [3.724, 4.618, -2.436], [7.453, 8.120, -4.144], [7.635, 7.985, -5.902], [6.048, 7.774, -5.153], [8.459, 5.923, -4.802], [7.023, 5.546, -5.753], [3.373, 3.977, -3.241], [3.174, 5.556, -2.442], [3.575, 4.119, -1.484], [0.474, -3.380, 5.283], [0.803, -4.852, 5.403], [0.226, -5.437, 6.583], [-1.066, -5.740, 6.491], [-1.758, -5.631, 5.516], [-1.465, -6.212, 7.676], [-2.858, -6.527, 7.737], [0.771, -2.853, 6.191], [1.000, -2.945, 4.433], [-0.593, -3.224, 5.135], [1.876, -4.993, 5.520], [0.484, -5.409, 4.523], [-3.140, -7.200, 6.932], [-3.454, -5.618, 7.684], [-3.016, -7.012, 8.696]],
  "total_charge": -1,
  "largest_force_ev_per_a": 1.09,
  "total_energy_ev": -70628.720
}

No. 2
{
  "formula": "C21H43HoN2OP3S",
  "method": "ωB97M-V/def2-TZVPD",
  "elements": ["Ho", "P", "P", "P", "H", "C", "C", "H", "C", "C", "C", "C", "C", "C", "C", "C", "C", "H", "H", "H", "H", "H", "H", "H", "H", "H", "H", "H", "H", "H", "H", "H", "H", "H", "H", "H", "H", "H", "H", "H", "H", "H", "H", "H", "H", "H", "C", "C", "C", "C", "C", "C", "O", "H", "H", "H", "H", "H", "H", "C", "N", "C", "C", "N", "C", "S", "H", "H", "H", "H", "H", "H"],
  "xyz": [[0.025, -0.667, -1.839], [1.668, 1.647, -1.814], [0.707, 0.250, 2.950], [-1.431, 2.304, 0.123], [-0.118, -3.225, -2.810], [-0.705, -2.334, -3.151], [-0.139, -1.328, -3.992], [0.942, -1.376, -4.267], [3.176, 1.111, -2.713], [2.434, 2.571, -0.431], [1.053, 3.022, -2.851], [0.295, -0.964, 4.224], [2.253, -0.062, 2.057], [0.956, 1.951, 3.512], [-2.803, 2.745, -1.021], [-1.076, 4.029, 0.674], [-2.436, 1.776, 1.570], [-1.810, -2.532, -3.180], [-0.792, -0.783, -4.696], [2.886, 0.572, -3.627], [3.739, 0.429, -2.056], [3.781, 1.996, -2.969], [2.919, 1.855, 0.248], [1.664, 3.128, 0.124], [3.195, 3.272, -0.817], [0.580, 2.585, -3.740], [1.876, 3.689, -3.153], [0.301, 3.583, -2.279], [0.773, -0.754, 5.191], [0.609, -1.971, 3.915], [-0.802, -0.998, 4.375], [2.937, 0.757, 2.306], [2.139, -0.079, 0.959], [2.752, -1.007, 2.336], [0.102, 2.378, 4.065], [1.223, 2.668, 2.714], [1.825, 1.865, 4.176], [-3.143, 3.755, -0.754], [-3.639, 2.040, -0.961], [-2.418, 2.745, -2.049], [-1.986, 4.632, 0.534], [-0.270, 4.461, 0.064], [-0.780, 4.033, 1.734], [-3.440, 2.203, 1.466], [-1.987, 2.125, 2.507], [-2.520, 0.684, 1.598], [-2.738, -0.971, -0.671], [-3.699, -1.646, 0.115], [-5.025, -1.714, -0.285], [-5.418, -1.176, -1.518], [-4.450, -0.598, -2.348], [-3.130, -0.432, -1.928], [-1.483, -0.839, -0.192], [-0.416, 0.246, 2.081], [-3.361, -2.057, 1.069], [-5.767, -2.185, 0.366], [-6.461, -1.245, -1.833], [-4.716, -0.218, -3.329], [-2.453, 0.223, -2.498], [4.418, -3.278, 0.465], [3.047, -3.560, 0.874], [2.661, -4.254, 2.016], [1.303, -4.201, 2.086], [0.884, -3.435, 0.999], [1.954, -3.051, 0.242], [2.051, -2.255, -1.273], [4.535, -3.398, -0.617], [4.699, -2.247, 0.723], [5.094, -3.968, 0.978], [3.398, -4.716, 2.654], [0.626, -4.680, 2.767], [-0.070, -3.130, 0.809]],
  "spin_multiplicity": 5,
  "total_charge": 3,
  "largest_force_ev_per_a": 7.97,
  "total_energy_ev": -91977.108,
  "e_above_lowest_kcal_mol": 0.0
}

No. 3
{
  "formula": "C21H43O16",
  "method": "ωB97M-V/def2-TZVPD",
  "elements": ["C", "O", "H", "H", "H", "C", "C", "O", "C", "O", "O", "C", "H", "H", "H", "H", "H", "H", "H", "H", "C", "C", "O", "C", "O", "O", "C", "H", "H", "H", "H", "H", "H", "H", "H", "C", "C", "O", "C", "O", "O", "C", "H", "H", "H", "H", "H", "H", "H", "H", "C", "C", "O", "C", "O", "O", "C", "H", "H", "H", "H", "H", "H", "H", "H", "C", "C", "O", "C", "O", "O", "C", "H", "H", "H", "H", "H", "H", "H", "H"],
  "xyz": [[0.540, -1.086, 0.528], [1.083, 0.185, 0.808], [1.154, -1.971, 0.701], [-0.466, -1.288, 0.894], [0.305, -1.011, -0.533], [-1.974, -4.623, 0.485], [-1.661, -5.186, -0.870], [-0.249, -5.035, -1.163], [0.258, -4.148, -2.075], [1.389, -4.207, -2.479], [-0.576, -3.224, -2.444], [-0.271, -2.318, -3.470], [-3.053, -4.639, 0.639], [-1.683, -3.615, 0.780], [-1.476, -5.254, 1.221], [-2.307, -4.702, -1.602], [-1.937, -6.240, -0.900], [-0.374, -2.852, -4.414], [0.741, -1.914, -3.455], [-0.986, -1.495, -3.447], [2.404, -4.251, 3.020], [3.015, -2.955, 2.654], [3.627, -3.003, 1.355], [4.226, -1.965, 0.780], [4.333, -0.855, 1.331], [4.571, -2.322, -0.478], [4.518, -3.635, -0.994], [1.828, -4.225, 3.945], [3.200, -4.986, 3.134], [1.744, -4.669, 2.260], [3.797, -2.765, 3.388], [2.258, -2.192, 2.834], [5.033, -3.612, -1.954], [3.518, -4.048, -1.127], [5.051, -4.280, -0.295], [-3.625, -0.584, 2.337], [-3.405, 0.538, 3.303], [-4.527, 1.382, 3.336], [-4.562, 2.540, 3.984], [-3.711, 2.922, 4.751], [-5.695, 3.174, 3.686], [-6.018, 4.405, 4.270], [-4.042, -0.136, 1.435], [-4.316, -1.349, 2.692], [-2.719, -1.114, 2.042], [-2.498, 1.078, 3.032], [-3.251, 0.193, 4.326], [-5.996, 5.254, 3.586], [-5.452, 4.537, 5.192], [-7.068, 4.216, 4.493], [-0.420, 2.058, -3.453], [0.734, 1.646, -2.586], [1.710, 0.937, -3.327], [2.874, 0.647, -2.808], [3.232, 0.993, -1.684], [3.592, 0.059, -3.719], [4.875, -0.494, -3.496], [-1.212, 2.464, -2.824], [-0.904, 1.196, -3.913], [-0.090, 2.788, -4.192], [0.317, 0.946, -1.862], [1.162, 2.468, -2.013], [4.817, -1.435, -2.950], [5.460, 0.218, -2.914], [5.463, -0.662, -4.398], [-0.172, 7.539, -1.157], [0.453, 6.265, -0.773], [-0.505, 5.408, -0.247], [-0.261, 4.112, 0.118], [0.846, 3.616, 0.352], [-1.409, 3.445, -0.018], [-1.536, 2.047, 0.366], [-0.987, 7.285, -1.835], [0.682, 8.145, -1.460], [-0.630, 8.131, -0.365], [1.248, 6.559, -0.088], [0.941, 5.903, -1.678], [-1.101, 1.343, -0.344], [-2.612, 1.871, 0.351], [-1.262, 1.834, 1.399]],
  "spin_multiplicity": 2,
  "total_charge": 0,
  "largest_force_ev_per_a": 4.13,
  "total_energy_ev": -55229.981
}

No. 4
{
  "formula": "C21H45ClN5O4PSi2",
  "method": "ωB97M-V/def2-TZVPD",
  "elements": ["C", "C", "N", "C", "C", "P", "O", "O", "O", "C", "C", "C", "N", "C", "C", "O", "C", "C", "N", "C", "N", "C", "C", "C", "Cl", "H", "H", "H", "H", "H", "H", "H", "H", "H", "H", "H", "H", "H", "H", "H", "H", "H", "H", "H", "H", "H", "H", "H", "H", "H", "H", "H", "C", "Si", "C", "C", "N", "Si", "C", "C", "C", "H", "H", "H", "H", "H", "H", "H", "H", "H", "H", "H", "H", "H", "H", "H", "H", "H", "H"],
  "xyz": [[1.743, -5.590, 5.298], [1.821, -4.962, 4.130], [2.219, -4.444, 2.798], [1.159, -4.719, 1.768], [0.202, -3.463, 1.439], [-1.407, -3.586, 2.473], [-1.928, -5.055, 2.566], [-2.656, -2.706, 1.640], [-1.240, -2.930, 4.049], [0.928, -2.021, 1.509], [-0.111, -0.762, 1.499], [-0.855, -0.543, 0.090], [-1.209, -1.491, -0.772], [1.980, -1.975, 0.253], [3.078, -0.758, 0.407], [3.159, -0.093, -0.881], [4.322, 0.787, -0.913], [3.897, 2.371, -0.985], [1.644, -1.930, 2.862], [2.633, -3.023, 2.849], [3.961, -2.729, 2.866], [4.919, -3.886, 2.814], [6.482, -3.430, 2.653], [6.702, -2.215, 1.612], [7.341, -4.927, 1.931], [1.914, -5.873, 6.412], [0.570, -5.667, 2.097], [1.683, -5.022, 0.767], [-0.147, -3.595, 0.330], [-3.336, -2.400, 2.300], [-1.519, -1.983, 4.078], [0.556, 0.184, 1.675], [-0.846, -0.778, 2.398], [-1.100, 0.564, -0.197], [-1.663, -0.973, -1.563], [1.437, -1.764, -0.760], [2.511, -3.004, 0.087], [2.747, 0.023, 1.195], [4.078, -1.284, 0.666], [4.892, 0.649, 0.078], [5.048, 0.541, -1.787], [4.421, 2.830, -1.914], [4.291, 2.893, -0.037], [2.747, 2.450, -1.027], [2.093, -1.005, 2.978], [4.259, -1.733, 2.920], [4.855, -4.431, 3.841], [4.667, -4.664, 1.984], [6.992, -3.188, 3.655], [6.391, -2.609, 0.560], [6.134, -1.244, 1.884], [7.835, -1.973, 1.573], [-4.371, 1.205, -1.085], [-4.210, 2.967, -1.759], [-2.372, 3.370, -1.756], [-5.079, 4.092, -0.530], [-4.909, 3.032, -3.339], [-4.924, 4.510, -4.244], [-3.198, 5.152, -4.621], [-5.905, 5.872, -3.399], [-5.760, 4.203, -5.914], [-3.924, 1.150, -0.084], [-5.420, 0.912, -1.004], [-3.851, 0.493, -1.730], [-1.931, 3.121, -0.784], [-2.189, 4.431, -1.931], [-1.847, 2.792, -2.522], [-6.162, 3.944, -0.566], [-4.862, 5.144, -0.720], [-4.743, 3.870, 0.489], [-2.709, 5.553, -3.732], [-3.250, 5.963, -5.356], [-2.571, 4.360, -5.040], [-6.889, 5.509, -3.093], [-6.055, 6.711, -4.088], [-5.386, 6.263, -2.523], [-6.791, 3.869, -5.776], [-5.217, 3.451, -6.489], [-5.778, 5.131, -6.498]],
  "total_charge": 0,
  "largest_force_ev_per_a": 7.52,
  "total_energy_ev": -75706.155
}